1.
62
Properties=species:S:1:pos:R:3:forces:R:3 method="wB97M-V/def2-TZVPD" total_charge=+1 e_homo_ev="-10.498 / -10.534" e_tot_ev=-92643.93175 lumo_energy_ev="-4.92 / -4.92"
O 2.967 -1.573 -1.114 -0.97 -1.73 2.41
H 3.656 -2.191 -1.421 -0.48 0.27 0.28
Ga 0.662 -0.515 0.028 -3.05 1.10 -1.45
N -0.739 -1.893 0.044 -0.82 -0.99 -2.48
N 0.570 -0.851 -1.875 -1.32 -1.41 -1.32
N 0.818 -0.360 1.957 1.50 1.35 3.14
N 2.216 0.629 0.170 2.25 1.71 1.39
O -1.381 -2.290 1.116 0.01 0.01 0.96
O -0.130 -0.831 2.826 1.00 0.33 -0.63
O 2.810 1.202 -0.922 -0.37 -0.56 0.82
O 1.241 -0.141 -2.717 0.31 0.25 0.11
C -0.264 -1.858 -2.245 2.13 2.17 -0.30
C -1.007 -2.430 -1.180 -0.04 0.59 3.63
C 1.905 0.289 2.429 -3.76 -2.38 0.43
C 2.720 0.835 1.391 0.13 0.29 -4.13
C -1.980 -3.538 -1.299 -0.25 -0.18 -0.57
H -2.974 -3.219 -0.956 0.23 -0.06 0.03
H -1.667 -4.398 -0.683 -0.14 0.41 -0.20
H -2.060 -3.856 -2.344 -0.05 0.07 0.22
C -0.332 -2.308 -3.658 -0.15 -0.04 -0.20
H 0.346 -1.706 -4.269 -0.19 -0.12 0.14
H -1.359 -2.212 -4.035 0.25 -0.04 -0.06
H -0.045 -3.367 -3.730 -0.09 0.24 -0.02
C 2.196 0.397 3.879 0.06 0.09 0.23
C 4.003 1.551 1.602 0.13 0.14 0.07
H 1.484 -0.201 4.457 0.18 0.20 -0.19
H 2.136 1.445 4.204 0.02 -0.24 -0.05
H 3.217 0.044 4.085 -0.23 0.13 -0.07
H 4.466 1.770 0.635 -0.12 -0.02 0.27
H 4.689 0.936 2.200 -0.19 0.12 -0.09
H 3.836 2.488 2.149 0.06 -0.15 -0.10
H -0.721 -1.451 2.222 -0.18 -0.22 -0.18
H 2.372 0.720 -1.703 -0.06 0.02 -0.07
C 2.187 -2.291 0.036 3.20 -1.14 -2.10
H 1.257 -2.749 -0.324 0.36 0.42 0.08
H 2.143 -1.684 0.956 0.21 -0.33 -0.62
H 2.808 -3.155 0.333 -0.30 0.36 0.09
O -0.933 -5.168 0.983 -0.13 0.08 0.79
H -1.517 -5.831 1.384 0.30 0.26 -0.10
H -1.102 -4.334 1.474 -0.03 -0.46 -0.46
C -2.211 0.848 0.075 -0.82 0.51 0.01
N -0.797 1.266 -0.190 0.63 -0.48 0.37
C -0.437 2.323 0.809 -0.61 0.78 0.02
N -1.349 3.483 0.740 0.22 -0.60 -0.19
C -2.731 3.013 0.984 0.17 -0.21 -0.23
N -3.142 1.993 -0.003 0.67 -0.07 -0.03
C -3.047 2.598 -1.349 0.20 -0.05 0.19
N -1.674 3.053 -1.644 0.25 -0.45 0.55
C -0.757 1.898 -1.545 -0.51 0.80 -0.55
C -1.293 4.051 -0.626 -0.08 -0.30 0.03
H -2.287 0.412 1.081 0.15 0.01 -0.29
H -2.520 0.108 -0.676 0.25 0.12 0.24
H 0.586 2.668 0.605 -0.24 -0.09 -0.01
H -0.492 1.895 1.819 -0.03 0.06 -0.24
H -3.410 3.872 0.899 0.17 -0.25 0.14
H -2.790 2.580 1.993 -0.04 0.16 -0.22
H -3.349 1.856 -2.099 0.02 0.20 0.15
H -3.717 3.468 -1.384 0.13 -0.31 -0.08
H 0.259 2.255 -1.763 -0.22 -0.28 0.12
H -1.065 1.166 -2.303 0.25 0.07 0.28
H -1.998 4.892 -0.680 0.29 -0.16 0.01
H -0.271 4.399 -0.829 -0.26 -0.01 0.04

=====

2.
57
Properties=species:S:1:pos:R:3:forces:R:3 method="wB97M-V/def2-TZVPD" s_squared=6.018 multiplicity=5 total_charge=+1 e_homo_ev="-8.078 / -11.988" e_tot_ev=-50696.33508 lumo_energy_ev="-2.37 / -5.91"
O 0.590 -0.409 -4.871 0.18 -0.54 0.44
H 1.123 -0.457 -5.668 0.12 0.00 -0.07
Ir 0.527 0.018 0.159 0.06 -0.60 0.02
N 2.265 0.242 1.380 -0.01 -1.10 2.11
N 1.919 1.131 -0.852 -1.08 0.11 -2.94
O 2.482 -0.194 2.674 -0.80 -0.72 0.10
O 1.808 1.610 -2.144 -0.62 -0.69 0.14
C 3.261 1.043 1.000 0.52 1.59 -1.62
C 3.025 1.596 -0.258 1.89 -0.17 2.03
C 4.404 1.348 1.874 0.99 0.20 0.36
C 3.918 2.558 -0.899 0.35 0.82 -0.29
H 4.583 0.565 2.623 -0.10 0.36 -0.36
H 4.287 2.306 2.393 -0.17 -0.13 0.07
H 5.305 1.462 1.273 0.08 -0.06 -0.03
H 3.386 3.131 -1.667 0.34 -0.16 0.19
H 4.785 2.061 -1.340 -0.03 -0.02 -0.21
H 4.305 3.239 -0.145 0.06 0.15 -0.01
H 1.719 -0.784 2.885 0.63 0.57 -0.32
H 1.059 1.089 -2.540 0.58 0.47 0.38
O -0.184 2.505 1.160 0.56 -0.56 -0.46
H 0.626 2.133 1.552 -0.19 0.49 0.26
H -0.029 2.297 0.214 -0.38 0.67 0.25
C 1.060 -1.373 -3.910 -0.50 0.91 0.66
H 0.196 -1.525 -3.230 0.72 -0.16 -0.43
H 1.886 -0.948 -3.308 -0.20 -0.24 -0.25
H 1.378 -2.331 -4.310 -0.10 -0.01 -0.30
O 1.767 -2.289 -0.134 -0.16 0.39 1.28
H 2.404 -1.774 0.410 -0.03 -0.44 -0.67
H 1.160 -2.592 0.578 0.36 -0.18 -0.73
C -2.104 0.102 -2.777 -0.58 0.04 -0.60
P -1.270 -0.295 -1.178 -2.31 0.01 -1.07
C -1.364 -2.130 -1.311 0.21 -0.33 -0.64
C -2.736 0.071 -0.087 0.80 1.01 -0.04
C -3.845 0.848 -0.443 -0.15 -0.43 0.02
C -4.900 0.986 0.466 0.26 -0.08 0.04
C -4.787 0.415 1.739 -0.03 -0.37 0.40
C -3.611 -0.233 2.145 -0.10 0.20 -0.36
C -2.562 -0.333 1.233 0.01 -0.14 0.07
P -0.839 -0.753 1.712 -2.01 -0.73 1.35
C -0.776 0.128 3.302 -0.05 0.25 0.40
C -0.985 -2.531 2.084 0.03 -0.33 0.29
H -1.526 -0.273 -3.645 -0.27 0.30 0.47
H -2.271 1.190 -2.901 0.21 -0.55 0.03
H -3.110 -0.404 -2.758 0.91 0.44 -0.14
H -2.049 -2.608 -0.598 0.15 0.31 -0.28
H -1.704 -2.343 -2.338 0.02 -0.22 0.45
H -0.347 -2.538 -1.205 -0.45 -0.04 -0.02
H -3.873 1.347 -1.416 -0.23 -0.38 0.34
H -5.811 1.521 0.171 0.47 -0.15 0.24
H -5.606 0.472 2.459 0.16 0.09 -0.35
H -3.487 -0.657 3.149 -0.31 0.39 -0.34
H -1.536 -0.237 4.004 0.21 0.06 -0.14
H 0.202 0.108 3.802 -0.30 -0.02 -0.16
H -1.012 1.173 3.041 0.10 -0.35 0.22
H -1.169 -3.059 1.134 0.15 0.10 0.54
H -1.856 -2.678 2.743 0.35 -0.10 -0.18
H -0.084 -2.941 2.574 -0.34 0.09 -0.15

=====

3.
52
Properties=species:S:1:pos:R:3:forces:R:3 method="wB97M-V/def2-TZVPD" total_charge=+1 e_homo_ev=-11.268 e_tot_ev=-24632.36980 lumo_energy_ev=-4.22
C 0.842 -0.241 2.247 -0.09 0.01 -0.01
C 2.187 -0.935 2.017 0.02 -0.07 -0.04
C 2.828 -0.753 0.643 0.06 0.06 0.01
O 2.513 0.551 0.106 -0.16 0.10 -0.02
C 3.227 0.887 -1.033 0.52 -0.16 -0.04
C 3.562 2.349 -0.983 0.18 -0.18 0.17
N 3.168 2.973 -2.015 -0.03 0.30 -0.27
C 2.303 2.161 -2.900 -0.29 -0.01 0.14
C 2.574 0.722 -2.446 -0.26 0.15 -0.07
C 1.274 -0.078 -2.526 0.05 -0.15 -0.03
C 1.451 -1.589 -2.713 0.02 0.07 -0.08
C 0.240 -2.415 -2.269 -0.01 0.13 -0.01
C -0.255 -2.165 -0.831 0.00 -0.12 -0.12
C -1.691 -1.655 -0.712 -0.05 0.02 0.07
N -1.720 -0.185 -0.738 0.17 0.05 -0.11
H 0.776 0.702 1.704 0.00 0.00 0.03
H 0.721 -0.015 3.306 0.01 -0.02 0.02
H -0.007 -0.866 1.970 0.03 0.01 -0.12
H 2.901 -0.619 2.777 -0.01 0.11 -0.01
H 2.054 -2.010 2.151 0.11 -0.02 0.09
H 3.918 -0.811 0.725 -0.01 -0.11 0.05
H 2.507 -1.520 -0.064 -0.11 0.07 -0.01
H 4.218 0.398 -1.036 -0.17 -0.13 0.06
H 4.103 2.842 -0.184 0.03 0.01 0.01
H 3.385 3.950 -2.190 -0.17 -0.02 0.09
H 1.276 2.452 -2.663 0.00 0.05 -0.07
H 2.471 2.376 -3.952 0.28 -0.05 0.04
H 3.337 0.285 -3.090 -0.04 -0.01 -0.10
H 0.718 0.304 -3.386 -0.11 -0.02 0.03
H 0.653 0.149 -1.657 0.06 0.03 -0.01
H 1.602 -1.771 -3.780 0.15 -0.08 0.02
H 2.366 -1.942 -2.225 -0.07 0.04 0.15
H -0.576 -2.223 -2.971 -0.02 0.02 0.03
H 0.498 -3.470 -2.380 -0.04 0.01 -0.10
H 0.393 -1.434 -0.342 0.03 -0.07 0.13
H -0.168 -3.090 -0.258 0.03 0.03 0.01
H -2.268 -2.017 -1.566 -0.07 -0.05 0.06
H -2.152 -2.058 0.194 0.02 0.06 0.01
H -2.620 0.157 -0.416 0.04 -0.05 -0.07
H -1.032 0.164 -0.078 -0.15 -0.01 0.13
C -4.337 -0.476 2.143 -0.02 -0.04 0.08
O -3.410 -1.265 2.178 0.04 0.07 -0.08
N -4.316 0.741 2.720 0.06 0.01 -0.04
C -5.447 1.642 2.666 -0.04 -0.01 0.00
C -3.115 1.140 3.433 -0.01 0.02 0.02
H -5.288 -0.699 1.631 0.01 -0.01 0.00
H -5.182 2.581 2.175 0.02 -0.01 -0.01
H -5.818 1.870 3.667 0.01 -0.02 0.01
H -6.251 1.173 2.101 -0.01 0.02 0.00
H -2.252 1.150 2.764 -0.01 0.00 -0.01
H -2.896 0.446 4.245 -0.02 -0.01 0.00
H -3.267 2.137 3.841 0.02 0.00 0.01

=====

4.
60
Properties=species:S:1:pos:R:3:forces:R:3 method="wB97M-V/def2-TZVPD" total_charge=-2 e_homo_ev=-0.762 e_tot_ev=-56830.84161 lumo_energy_ev=4.84
Sr -0.945 -0.979 0.582 2.10 -1.26 -1.16
O -1.538 3.700 0.162 -0.01 0.10 0.07
C -1.402 2.774 1.224 0.03 0.07 0.01
C -2.662 1.922 1.387 -0.08 0.51 -0.05
N -2.389 0.586 1.825 -0.08 -1.25 -0.13
C -1.821 0.430 3.191 -0.75 0.27 -0.26
C -1.567 -1.043 3.657 -0.75 0.58 0.29
O -2.183 -1.364 4.680 0.29 -0.23 -0.01
O -0.770 -1.723 2.957 -0.07 -0.05 -0.43
C -3.486 -0.339 1.441 -0.19 0.69 -0.14
C -3.835 -0.339 -0.138 -0.28 0.23 0.95
O -5.039 -0.298 -0.387 0.03 -0.05 -0.10
O -2.863 -0.384 -0.946 0.28 0.01 0.44
H -1.535 3.183 -0.672 0.10 -0.07 -0.01
H -1.178 3.354 2.123 -0.01 -0.02 -0.01
H -0.547 2.103 1.066 0.04 0.02 -0.03
H -3.099 1.839 0.391 -0.06 0.11 0.04
H -3.413 2.415 2.031 0.07 0.06 -0.01
H -2.514 0.870 3.916 0.15 0.12 0.09
H -0.858 0.944 3.194 -0.09 0.15 0.09
H -4.414 -0.099 1.967 -0.04 -0.07 -0.01
H -3.209 -1.352 1.734 -0.06 -0.24 0.18
N -1.564 1.967 -2.175 0.20 -0.14 -0.16
C -0.696 2.022 -3.367 0.02 0.00 0.06
C 0.140 0.744 -3.469 -0.10 -0.05 -0.05
N 0.935 0.481 -2.294 0.03 0.00 0.18
C 2.319 0.906 -2.334 0.09 0.08 -0.09
C 2.570 2.359 -1.914 0.01 -0.09 -0.11
N 2.056 2.748 -0.612 0.06 0.02 0.10
H -1.562 0.994 -1.868 -0.32 0.25 0.20
H -2.528 2.153 -2.425 -0.03 -0.08 -0.05
H -0.046 2.901 -3.315 0.00 -0.01 0.00
H -1.289 2.106 -4.286 0.01 0.05 0.00
H 0.760 0.793 -4.380 0.02 0.03 0.00
H -0.555 -0.093 -3.598 0.01 -0.02 0.00
H 0.897 -0.496 -2.007 -0.05 -0.04 -0.09
H 2.746 0.777 -3.347 -0.02 -0.03 -0.01
H 2.871 0.239 -1.667 -0.03 0.05 0.07
H 2.162 3.046 -2.663 -0.05 0.00 0.02
H 3.655 2.514 -1.930 -0.01 0.02 0.03
H 2.362 2.084 0.096 -0.03 -0.01 0.01
H 1.045 2.672 -0.620 -0.07 0.01 -0.01
C 3.344 -4.003 0.323 0.05 -0.07 0.02
C 2.122 -3.243 -0.160 0.11 0.22 0.23
S 2.136 -1.514 0.232 -0.06 0.06 -0.08
C 1.155 -3.837 -0.874 -0.26 -0.13 -0.17
C 1.245 -5.297 -1.255 0.05 -0.06 0.03
S -0.299 -3.056 -1.512 -0.13 0.19 0.06
H 3.992 -3.333 0.883 0.00 0.01 0.00
H 3.928 -4.417 -0.508 -0.01 0.00 0.00
H 3.080 -4.837 0.982 -0.01 0.01 -0.01
H 2.054 -5.833 -0.753 -0.01 0.04 -0.01
H 1.392 -5.393 -2.336 -0.01 0.00 -0.01
H 0.302 -5.799 -1.025 0.00 -0.01 0.01
C 1.778 0.698 3.469 -0.02 0.02 0.08
O 1.497 0.782 2.087 -0.16 -0.04 0.08
H 2.841 0.505 3.652 0.01 0.01 -0.02
H 1.196 -0.092 3.955 0.00 -0.01 -0.03
H 1.519 1.656 3.925 0.01 0.01 -0.01
H 1.705 -0.102 1.707 0.10 -0.01 -0.05

=====

Ordered energy above the lowest of the compared OMol25 structures with the same formula, charge and spin results: 0.0; 0.0; 47.7; 32.7; unit kcal/mol.